Record 1
Below is 2 unconnected molecules or ions with the total composition C10H24P at a distorted geometry, with properties calculated with ωB97M-V with the def2-TZVPD basis set.

* lowest unoccupied orbital energy (spin up / spin down): -6.77 / -6.77 eV
* total charge: +1
* M: 175.3 Da
* relative energy (zero: lowest compared OMol25 entry of this formula, charge and spin): 5.054 eV
* orbital gap (spin up / spin down): 4.7167 / 4.7205 eV

Geometry (Å):
C (-2.61, -1.53, 0.67)
C (-3.22, 0.20, -1.30)
C (1.89, -1.45, 1.20)
C (1.57, -1.38, -1.31)
C (3.38, -0.05, -0.27)
C (1.21, 1.89, 1.53)
C (1.38, 1.95, -1.35)
C (-4.32, 0.34, 0.83)
C (-3.12, -0.21, 0.19)
C (1.99, -0.52, -0.07)
P (0.79, 0.91, 0.02)
H (-3.47, -2.18, 0.41)
H (-2.37, -1.63, 1.68)
H (-1.67, -1.94, 0.26)
H (-2.27, 0.13, -1.67)
H (-3.70, 1.20, -1.51)
H (-3.66, -0.68, -1.67)
H (1.20, -2.34, 1.08)
H (1.54, -0.90, 2.02)
H (2.84, -1.81, 1.61)
H (0.75, -1.96, -1.10)
H (2.31, -2.16, -1.41)
H (1.57, -0.61, -2.20)
H (4.12, -0.67, 0.36)
H (3.58, 0.12, -1.28)
H (3.63, 0.92, 0.26)
H (1.69, 1.28, 2.35)
H (0.34, 2.26, 1.91)
H (1.99, 2.74, 1.38)
H (2.41, 2.30, -1.34)
H (0.57, 2.78, -1.59)
H (1.51, 1.46, -2.25)
H (-4.99, 1.17, 0.46)
H (-4.70, -0.06, 1.67)
H (-2.18, 0.40, 0.47)

Record 2
Below is a molecular structure, C10H25AsNO2 at a distorted geometry, with properties calculated with ωB97M-V with the def2-TZVPD basis set.

* lowest unoccupied orbital energy: 3.29 eV
* total charge: -1
* M: 266.2 Da
* orbital gap: 6.4234 eV

Geometry (Å):
C (1.05, -2.61, 0.38)
C (1.83, -1.90, -0.74)
N (2.03, -0.50, -0.45)
C (1.56, 0.42, -1.51)
C (0.16, 1.01, -1.29)
As (-0.07, 2.24, 0.36)
C (-1.97, 1.52, 0.70)
C (-1.98, 0.09, 1.26)
C (-3.18, -0.75, 0.82)
C (-3.09, -1.24, -0.61)
O (-3.52, -0.28, -1.58)
C (3.34, -0.23, -0.01)
C (3.52, 0.89, 0.97)
O (4.30, -0.83, -0.39)
H (-0.01, -2.60, 0.18)
H (1.18, -2.04, 1.29)
H (1.38, -3.64, 0.50)
H (2.76, -2.45, -0.90)
H (1.25, -2.03, -1.65)
H (1.51, -0.12, -2.45)
H (2.28, 1.21, -1.65)
H (-0.53, 0.18, -1.22)
H (-0.08, 1.58, -2.18)
H (0.48, 1.10, 1.32)
H (1.39, 2.79, 0.08)
H (-0.69, 3.39, -0.56)
H (-0.21, 3.19, 1.65)
H (-2.42, 2.17, 1.46)
H (-2.58, 1.61, -0.19)
H (-1.08, -0.41, 0.91)
H (-1.94, 0.16, 2.34)
H (-4.07, -0.14, 0.94)
H (-3.24, -1.64, 1.44)
H (-2.09, -1.55, -0.86)
H (-3.72, -2.12, -0.74)
H (-4.34, 0.08, -1.24)
H (4.45, 0.70, 1.48)
H (2.71, 0.94, 1.69)
H (3.63, 1.82, 0.45)

Record 3
Below is a molecular structure, C10H25CeN4OP at a distorted geometry, with properties calculated with ωB97M-V with the def2-TZVPD basis set.

* lowest unoccupied orbital energy (spin up / spin down): -8.82 / -8.73 eV
* total charge: +2
* M: 388.4 Da
* orbital gap (spin up / spin down): 6.3044 / 6.3926 eV

Geometry (Å):
Ce (0.32, 1.13, -0.88)
H (1.09, -2.64, -0.46)
H (1.08, -2.79, -1.19)
P (0.33, -0.02, -3.60)
C (-1.16, -0.51, -4.56)
H (-1.01, -0.41, -5.64)
H (-1.42, -1.57, -4.40)
H (-2.00, 0.14, -4.29)
C (0.71, 1.62, -4.27)
H (1.70, 1.94, -3.92)
H (0.72, 1.54, -5.36)
H (-0.09, 2.33, -3.98)
C (1.53, -1.16, -4.45)
H (1.24, -2.21, -4.28)
H (1.55, -1.00, -5.53)
H (2.53, -0.94, -4.04)
C (-1.35, -0.79, -1.33)
O (-2.26, -1.48, -1.52)
H (2.29, 0.69, -0.70)
H (-1.32, 1.99, -1.18)
C (-0.46, 1.47, 1.89)
N (-0.16, 0.07, 1.43)
C (-1.24, -0.80, 2.04)
N (-1.29, -0.69, 3.51)
C (-1.53, 0.73, 3.91)
N (-0.47, 1.63, 3.38)
C (0.86, 1.17, 3.89)
N (1.12, -0.24, 3.54)
C (1.12, -0.37, 2.07)
C (0.02, -1.08, 4.07)
H (-1.46, 1.75, 1.52)
H (0.33, 2.17, 1.52)
H (-0.99, -1.83, 1.75)
H (-2.20, -0.47, 1.62)
H (-1.51, 0.77, 5.00)
H (-2.51, 1.06, 3.53)
H (1.66, 1.80, 3.46)
H (0.86, 1.26, 4.99)
H (1.26, -1.43, 1.82)
H (1.94, 0.24, 1.65)
H (-0.03, -0.95, 5.16)
H (0.21, -2.14, 3.83)

Record 4
Below is a molecular structure, C10H26AgNO5 at a distorted geometry, with properties calculated with ωB97M-V with the def2-TZVPD basis set.

* lowest unoccupied orbital energy (spin up / spin down): -4.41 / -7.76 eV
* total charge: +1
* M: 348.2 Da
* 2S+1: 2
* orbital gap (spin up / spin down): 8.1292 / 4.7560 eV

Geometry (Å):
Ag (-0.79, -2.98, -0.52)
C (-2.72, 0.71, -0.22)
C (-2.26, -0.68, -0.25)
O (-1.84, -1.12, -1.39)
O (-2.09, -1.37, 0.76)
H (-3.03, 1.00, 0.79)
H (-3.58, 0.92, -0.86)
H (-1.91, 1.40, -0.45)
C (1.58, 0.19, -1.06)
C (2.05, -1.21, -0.71)
C (3.40, -1.19, -0.09)
O (3.82, -2.55, -0.04)
C (5.14, -2.72, 0.41)
N (1.08, -1.86, 0.22)
H (1.45, 0.89, -0.23)
H (0.65, 0.24, -1.64)
H (2.32, 0.60, -1.76)
H (2.02, -1.78, -1.64)
H (3.42, -0.80, 0.94)
H (4.12, -0.62, -0.69)
H (5.31, -2.23, 1.37)
H (5.94, -2.42, -0.27)
H (5.29, -3.79, 0.60)
H (1.69, -2.62, 0.55)
H (0.86, -1.25, 1.01)
C (-1.94, 0.44, 4.17)
C (-2.90, -0.65, 4.60)
O (-2.71, -1.85, 3.82)
H (-1.83, 1.16, 4.99)
H (-2.42, 1.05, 3.39)
H (-1.01, 0.14, 3.70)
H (-3.90, -0.28, 4.39)
H (-2.76, -0.92, 5.64)
H (-3.18, -1.74, 2.99)
C (-1.39, 2.14, -3.59)
C (-0.76, 3.49, -3.87)
O (-0.61, 4.22, -2.65)
H (-0.64, 1.65, -2.96)
H (-1.39, 1.63, -4.55)
H (-2.36, 2.20, -3.10)
H (-1.41, 4.05, -4.55)
H (0.19, 3.40, -4.41)
H (-0.91, 5.12, -2.80)

Record 5
Below is 2 unconnected molecules or ions with the total composition C10H26B3O7 at a distorted geometry, with properties calculated with ωB97M-V with the def2-TZVPD basis set.

* lowest unoccupied orbital energy: -4.91 eV
* total charge: +1
* M: 290.7 Da
* orbital gap: 7.3464 eV

Geometry (Å):
C (4.47, 3.06, 0.72)
C (3.05, 2.36, 0.28)
O (2.87, 2.26, -1.20)
B (1.61, 1.48, -1.36)
O (0.24, 2.01, -1.24)
B (-0.73, 0.98, -0.83)
C (-2.32, 1.47, -0.66)
C (-3.38, 0.27, -1.10)
C (-4.37, -0.11, 0.15)
C (-3.57, -0.82, 1.42)
C (-5.53, -1.13, -0.45)
O (-0.45, -0.43, -0.52)
B (1.02, -0.61, -0.50)
O (1.79, -1.29, 0.56)
C (1.77, -2.76, 0.41)
C (3.34, -3.26, 0.40)
C (3.80, -3.95, -1.04)
O (3.54, -4.32, 1.44)
O (1.77, 0.01, -1.65)
H (4.76, 2.62, 1.78)
H (4.34, 4.23, 0.73)
H (5.29, 2.76, -0.06)
H (2.89, 1.34, 0.83)
H (2.17, 3.07, 0.65)
H (-2.57, 1.81, 0.43)
H (-2.44, 2.41, -1.35)
H (-4.06, 0.75, -1.96)
H (-2.83, -0.65, -1.57)
H (-4.94, 0.88, 0.47)
H (-3.72, -0.13, 2.36)
H (-2.42, -0.99, 1.19)
H (-4.07, -1.89, 1.56)
H (-6.23, -0.56, -1.23)
H (-4.98, -2.00, -1.03)
H (-6.20, -1.57, 0.42)
H (1.17, -3.07, -0.57)
H (1.25, -3.20, 1.39)
H (4.09, -2.38, 0.59)
H (3.40, -5.06, -1.11)
H (4.98, -4.01, -1.10)
H (3.46, -3.27, -1.94)
H (3.07, -4.01, 2.29)
O (-1.26, 4.36, 0.79)
H (-2.24, 4.53, 0.83)
H (-0.76, 5.19, 0.56)
H (-1.05, 3.62, 0.17)

Record 6
Below is a molecular structure, C10H26ClINO2P2Pt at a distorted geometry, with properties calculated with ωB97M-V with the def2-TZVPD basis set.

* lowest unoccupied orbital energy (spin up / spin down): -10.93 / -14.03 eV
* total charge: +3
* M: 611.7 Da
* relative energy (zero: lowest compared OMol25 entry of this formula, charge and spin): 2.784 eV
* 2S+1: 5
* orbital gap (spin up / spin down): 6.2191 / 4.5806 eV

Geometry (Å):
C (1.35, -1.79, -1.38)
C (1.19, -0.84, -0.24)
H (2.31, -2.32, -1.22)
H (1.53, -1.28, -2.35)
H (0.65, -2.67, -1.41)
O (1.96, -0.53, 0.59)
I (-0.51, 0.92, 0.54)
Pt (-1.99, -0.26, -1.78)
P (-2.04, -1.83, 0.00)
C (-1.13, -2.00, 1.63)
C (-3.81, -1.61, 0.41)
H (-4.19, -2.51, 0.90)
H (-2.48, -4.15, 0.12)
H (-4.35, -1.44, -0.54)
H (-2.47, -3.58, -1.61)
H (-1.66, -1.40, 2.39)
H (-3.99, -0.75, 1.06)
C (-1.94, -3.55, -0.64)
H (-1.30, -3.08, 1.80)
H (-0.92, -3.99, -0.75)
H (-0.05, -1.77, 1.65)
P (-0.15, 1.34, -2.36)
C (1.19, 2.28, -1.37)
C (0.82, 0.94, -3.91)
H (-2.08, 2.39, -3.49)
H (-0.54, 3.30, -3.64)
H (-1.57, 3.44, -2.17)
C (-1.19, 2.74, -2.94)
H (0.20, 0.55, -4.75)
H (1.27, 1.89, -4.30)
H (2.00, 2.58, -2.05)
H (1.73, 1.71, -0.57)
H (1.68, 0.24, -3.76)
H (0.78, 3.20, -0.91)
Cl (-1.32, -1.89, -3.44)
C (1.48, 2.11, 5.12)
C (2.25, 1.56, 3.95)
N (3.58, 1.26, 4.18)
O (1.70, 1.19, 2.89)
H (1.67, 3.18, 5.28)
H (1.67, 1.53, 6.05)
H (0.45, 1.96, 4.75)
H (4.20, 1.17, 3.36)
H (3.99, 1.78, 4.94)

- Look up the M of the sixth one.
  611.7 Da